A) This record from the OMol25 dataset describes a 2-piece molecular cluster, C2H2Cl6 overall. The level of theory is the ωB97M-V functional and the def2-TZVPD basis.

The spin multiplicity is 1. As for the SMILES: ClC(Cl)Cl.ClC(Cl)Cl. The value obtained for the HOMO energy is -11.063 eV. The calculation puts the molar mass at 238.8 g mol⁻¹.

Geometry (Å):
Cl (2.36360, -3.14296, 1.27216)
C (0.82378, -3.24203, 0.49861)
Cl (-0.28334, -2.15047, 1.44083)
Cl (0.37058, -4.98874, 0.60893)
H (0.90147, -2.86071, -0.51956)
Cl (0.35411, 3.72518, 0.49031)
C (-0.88762, 3.27266, -0.65099)
Cl (-0.37349, 1.99860, -1.76775)
Cl (-1.73986, 4.60715, -1.45302)
H (-1.52922, 2.78132, 0.08048)

***

B) This record from the OMol25 dataset describes a 2-piece molecular cluster, C2H2Cl6 overall. The level of theory is the ωB97M-V functional and the def2-TZVPD basis.

The spin multiplicity is 1. As for the SMILES: ClC(Cl)Cl.ClC(Cl)Cl. The value obtained for the HOMO energy is -10.821 eV. The calculation puts the molar mass at 238.8 g mol⁻¹.

Geometry (Å):
Cl (-2.03594, -3.50416, 5.66199)
C (-2.69144, -4.74791, 6.78491)
Cl (-1.53217, -5.99902, 7.22709)
Cl (-4.12131, -5.47251, 6.06952)
H (-2.94562, -4.20562, 7.66821)
Cl (-3.40846, -1.66079, 8.51522)
C (-1.84126, -0.98773, 8.02351)
Cl (-1.94527, -0.42927, 6.35461)
Cl (-0.60731, -2.18701, 8.18771)
H (-1.69947, -0.09825, 8.63998)

***

B) wins, 6.3 kcal/mol ahead of the next structure.

***

A) This record from the OMol25 dataset describes an isolated ion of composition HO2S2 and charge -1. The level of theory is the ωB97M-V functional and the def2-TZVPD basis.

The spin multiplicity is 1. As for the SMILES: O=[SH](=O)[S-]. The value obtained for the HOMO energy is -4.292 eV. The calculation puts the molar mass at 97.1 g mol⁻¹. As for the charge: -1.

Geometry (Å):
O (-0.00232, -0.28643, -1.51219)
S (-0.00081, -0.00780, -0.10502)
O (-0.04552, -1.61322, 0.89059)
S (1.47903, 1.14904, 0.55102)
H (-1.43037, 0.75841, 0.17560)

***

B) This record from the OMol25 dataset describes a 3-piece molecular cluster, HO2S2 overall. The level of theory is the ωB97M-V functional and the def2-TZVPD basis.

The spin multiplicity is 1. The value obtained for the HOMO energy (alpha / beta) is -3.096 / -3.095 eV. The calculation puts the molar mass at 97.1 g mol⁻¹. As for the charge: -1.

Geometry (Å):
O (-0.98569, 0.56013, 2.37989)
O (1.40603, -0.39021, -0.91995)
S (-1.69830, 0.83796, -0.21474)
S (-0.61374, -0.01527, 1.09666)
H (1.89170, -0.99261, -2.34185)

***

A) wins, 62.8 kcal/mol ahead of the next structure.

***

A) This record from the OMol25 dataset describes one molecule with the formula C6H10O3. The level of theory is the ωB97M-V functional and the def2-TZVPD basis.

The spin multiplicity is 1. As for the SMILES: C[C@@H](C=O)O[C@@H](C)C=O. The value obtained for the HOMO energy is -9.002 eV. The calculation puts the molar mass at 130.1 g mol⁻¹.

Geometry (Å):
C (-0.46807, 1.49620, -0.91553)
C (-0.97208, 0.90838, 0.39959)
C (-2.08105, -0.11564, 0.19069)
O (-2.82522, -0.13276, -0.75099)
O (0.02585, 0.42653, 1.28889)
C (0.98033, -0.50099, 0.79753)
C (0.43878, -1.74493, 0.11871)
C (2.23012, 0.18967, -0.23226)
O (2.80654, -0.48032, -1.01806)
H (0.17910, 2.35171, -0.73115)
H (0.07748, 0.75529, -1.49844)
H (-1.32466, 1.81925, -1.50413)
H (-1.45285, 1.70887, 0.98110)
H (-2.18449, -0.82583, 1.03401)
H (1.54621, -0.77920, 1.69587)
H (1.27841, -2.32390, -0.26442)
H (-0.12437, -2.37006, 0.81281)
H (-0.20056, -1.49690, -0.72862)
H (2.07055, 1.11462, 0.32439)

***

B) This record from the OMol25 dataset describes one molecule with the formula C6H10O3. The level of theory is the ωB97M-V functional and the def2-TZVPD basis.

The spin multiplicity is 1. The value obtained for the HOMO energy is -7.844 eV. The calculation puts the molar mass at 130.1 g mol⁻¹.

Geometry (Å):
C (-1.09947, 2.11759, -1.23700)
C (0.19574, 1.60656, -0.67763)
C (-0.14073, 0.52875, 0.76316)
O (1.28523, 2.05367, -0.90345)
O (-1.31340, 0.50588, 1.11956)
H (0.72879, 0.92755, 1.29559)
H (-1.42018, 2.96432, -0.62595)
H (-0.94512, 2.45850, -2.26010)
H (-1.88231, 1.36536, -1.17082)
C (-0.20432, -2.18648, 1.20284)
C (0.64639, -1.17376, 0.50146)
C (0.37185, -0.71104, -0.79369)
O (1.96473, -1.22600, 0.92283)
H (2.51316, -0.63446, 0.39205)
H (0.10037, -2.26777, 2.24516)
H (-1.24692, -1.86905, 1.17864)
H (-0.11282, -3.16005, 0.72029)
H (1.17156, -0.43022, -1.46555)
H (-0.61252, -0.86936, -1.20739)

***

A) wins, 27.8 kcal/mol ahead of the next structure.

***

A) This record from the OMol25 dataset describes one molecule with the formula CH3N3S. The level of theory is the ωB97M-V functional and the def2-TZVPD basis.

The spin multiplicity is 1. As for the SMILES: C1N=NSN1. The value obtained for the HOMO energy is -9.218 eV. The calculation puts the molar mass at 89.1 g mol⁻¹.

Geometry (Å):
C (-0.67135, 0.32969, -0.36243)
N (0.27312, 1.16110, 0.73739)
N (1.34551, 0.60321, 0.86825)
S (1.61571, -0.84002, 0.09518)
N (-0.01917, -0.89474, -0.37824)
H (-1.71672, 0.35967, -0.04668)
H (-0.38109, 0.80945, -1.34471)
H (-0.44601, -1.52836, 0.43124)

***

B) This record from the OMol25 dataset describes a 2-piece molecular cluster, CH3N3S overall. The level of theory is the ωB97M-V functional and the def2-TZVPD basis.

The spin multiplicity is 1. The value obtained for the HOMO energy is -9.443 eV. The calculation puts the molar mass at 89.1 g mol⁻¹.

Geometry (Å):
C (-0.04515, -0.03316, -2.55650)
N (0.23772, -2.05913, 0.71473)
N (-0.57295, -2.26381, 1.43880)
N (1.10090, -2.15709, -0.07584)
S (0.60328, 0.63994, -1.26975)
H (-0.55292, 0.46470, -3.34524)
H (0.18117, -1.13597, -2.80621)
H (1.22750, -1.33230, -0.73401)

***

A) wins, 20.2 kcal/mol ahead of the next structure.

***

A) This record from the OMol25 dataset describes one molecule with the formula C3H6N2O2S. The level of theory is the ωB97M-V functional and the def2-TZVPD basis.

The spin multiplicity is 1. As for the SMILES: N/C=N/OC(=O)CS. The value obtained for the HOMO energy is -9.107 eV. The calculation puts the molar mass at 134.2 g mol⁻¹.

Geometry (Å):
N (3.27221, -0.22508, -0.50806)
C (1.97720, -0.29242, -0.12918)
N (1.32144, 0.69375, 0.36719)
O (0.05380, 0.16168, 0.68708)
C (-1.08135, 0.73001, 0.16862)
O (-1.08896, 1.77890, -0.40008)
C (-2.08313, -0.36785, 0.41477)
S (-3.67264, -0.25292, -0.37576)
H (3.70705, 0.68000, -0.47879)
H (3.68927, -1.07102, -0.88496)
H (1.46028, -1.23660, -0.34271)
H (-2.11986, -0.44641, 1.52134)
H (-1.53681, -1.23775, 0.03465)
H (-3.89850, 1.08571, -0.07411)

***

B) This record from the OMol25 dataset describes C3H6N2O2S as an isolated structure. The level of theory is the ωB97M-V functional and the def2-TZVPD basis.

The spin multiplicity is 1. The value obtained for the HOMO energy is -8.749 eV. The calculation puts the molar mass at 134.2 g mol⁻¹.

Geometry (Å):
C (2.44112, -0.26144, 0.66529)
C (0.23349, -0.87677, -0.26609)
C (-0.46459, 0.50948, 0.07721)
H (3.62122, -0.96771, 0.31525)
H (2.54187, 0.68504, 0.06054)
H (2.21401, -0.28931, 1.96682)
H (1.75339, -2.06955, -0.12261)
H (-2.09836, 1.41647, 0.70151)
H (-1.95007, -1.14906, -0.41853)
N (1.54445, -1.11077, -0.06748)
N (-1.59769, 0.53736, 0.55988)
O (-0.53561, -1.75504, -0.70864)
O (-2.48443, -0.70708, 0.39884)
S (0.32443, 1.86608, -0.39562)

***

C) This record from the OMol25 dataset describes a 2-piece molecular cluster, C3H6N2O2S overall. The level of theory is the ωB97M-V functional and the def2-TZVPD basis.

The spin multiplicity is 1. The value obtained for the HOMO energy is -9.599 eV. The calculation puts the molar mass at 134.2 g mol⁻¹.

Geometry (Å):
C (0.21814, 2.35892, 2.60761)
C (0.38358, -0.52401, -1.10731)
C (-0.48754, 0.37794, -0.22651)
N (1.02994, 2.53435, 1.82787)
N (-0.56996, 0.21157, 1.19781)
O (-0.09736, -0.51273, 3.54925)
O (1.82775, 2.54651, 0.93718)
S (0.18816, -0.76018, 2.13529)
H (-0.50059, 2.31382, 3.26913)
H (0.09728, -0.04665, -2.06038)
H (1.41072, -0.61441, -0.87110)
H (0.09063, -1.53584, -1.19375)
H (-0.11415, 1.36622, -0.32437)
H (-1.51804, 0.55844, -0.57250)

***

D) This record from the OMol25 dataset describes C3H6N2O2S as an isolated structure. The level of theory is the ωB97M-V functional and the def2-TZVPD basis.

The spin multiplicity is 1. The value obtained for the HOMO energy is -9.401 eV. The calculation puts the molar mass at 134.2 g mol⁻¹.

Geometry (Å):
C (-1.22759, 0.62807, 0.72418)
C (-0.13718, 0.69953, -0.40476)
C (0.44699, -1.70594, 0.37304)
H (-0.07409, 1.21085, 2.49191)
H (-1.98843, 1.39441, 0.53777)
H (-1.77245, -0.37616, 0.46012)
H (0.61789, 1.56041, -2.03399)
H (2.35735, 0.20233, -1.81076)
H (0.51514, -1.38319, 1.76242)
N (-0.17081, 1.64988, -1.21554)
N (0.40456, -0.65563, -0.72242)
O (-0.74166, 0.65325, 2.02801)
O (0.65024, -2.90841, -0.07500)
S (1.12004, -0.96940, -2.11499)

***

A) wins, 60.0 kcal/mol ahead of the next structure.

***

A) This record from the OMol25 dataset describes one molecule with the formula C5H11Cl. The level of theory is the ωB97M-V functional and the def2-TZVPD basis.

The spin multiplicity is 1. As for the SMILES: CC(C)(C)CCl. The value obtained for the HOMO energy is -10.384 eV. The calculation puts the molar mass at 106.6 g mol⁻¹.

Geometry (Å):
C (-0.80804, 1.21384, 0.61715)
C (0.08638, 0.05874, -0.01185)
C (0.04409, 0.35234, -1.52221)
C (-0.13943, -1.34137, 0.27646)
C (1.54456, 0.19498, 0.56343)
Cl (2.16020, 1.88165, 0.69088)
H (-1.23433, 1.14853, 1.58220)
H (-1.53450, 1.65473, 0.01686)
H (-0.05563, 2.06878, 0.77651)
H (0.86552, -0.27849, -1.95452)
H (0.40533, 1.34715, -1.60877)
H (-0.91651, 0.18697, -1.88259)
H (0.63923, -1.95174, -0.10338)
H (-0.38023, -1.65360, 1.21359)
H (-1.04405, -1.62405, -0.37195)
H (1.43383, -0.07283, 1.64579)
H (2.23473, -0.38330, 0.04342)

***

B) This record from the OMol25 dataset describes one molecule with the formula C5H11Cl. The level of theory is the ωB97M-V functional and the def2-TZVPD basis.

The spin multiplicity is 1. As for the SMILES: CC(C)[C@@H](C)Cl. The value obtained for the HOMO energy is -10.441 eV. The calculation puts the molar mass at 106.6 g mol⁻¹.

Geometry (Å):
C (-1.39584, -1.18923, -0.67370)
C (-0.65314, 0.07482, -0.14793)
C (-0.87057, 0.47616, 1.34417)
C (0.85682, -0.08919, -0.46830)
C (1.85140, 1.05469, -0.30106)
Cl (1.46600, -1.55778, 0.53865)
H (-1.10464, -1.25068, -1.68810)
H (-2.45523, -1.29546, -0.50697)
H (-0.99313, -2.06587, -0.21438)
H (-0.97747, 0.92894, -0.79923)
H (-0.42742, 1.35085, 1.81713)
H (-1.89708, 0.60794, 1.44754)
H (-0.69465, -0.42609, 2.00670)
H (0.86138, -0.47222, -1.48948)
H (1.51111, 2.05755, -0.43549)
H (2.33460, 0.89989, 0.61440)
H (2.58787, 0.89569, -1.04395)

***

B) wins, 14.5 kcal/mol ahead of the next structure.